1.
Formula: C11H22N3O8P
Source: OMol25
Level of theory: ωB97M-V with the def2-TZVPD basis set

## Properties
E_HOMO ... -9.40 eV
E_LUMO ... 0.013 Eh
Calculated total energy ... -1539.9939 Eh
SMILES ... C[C@]1(P(=O)(O)O)C[C@H](O)N(O)C1=O.CNC(=O)[C@H](C)NC(C)=O
Largest force on an atom ... 2.93 eV/A
Molar mass ... 355.3 g mol⁻¹
Kohn-Sham gap ... 9.763 eV

CARTESIAN COORDINATES (ANGSTROEM)
C1 1.683 -1.592 1.344
C2 2.086 -1.823 -0.129
P1 1.311 -0.672 -1.246
O1 1.875 -0.779 -2.599
O2 -0.231 -0.987 -1.314
O3 1.503 0.825 -0.766
C3 1.905 -3.301 -0.562
C4 3.145 -3.650 -1.394
O4 3.695 -4.893 -0.998
N1 4.124 -2.648 -1.050
O5 5.512 -2.761 -1.378
C5 3.533 -1.572 -0.422
O6 4.141 -0.560 -0.094
H1 2.250 -2.255 2.007
H2 0.615 -1.791 1.485
H3 1.883 -0.558 1.647
H4 -0.517 -0.339 -1.998
H5 2.452 0.958 -0.907
H6 1.859 -3.959 0.313
H7 0.992 -3.456 -1.146
H8 2.923 -3.623 -2.468
H9 4.647 -4.860 -1.209
H10 5.968 -1.908 -1.225
C6 -3.696 3.562 2.857
N2 -2.362 3.893 2.352
C7 -1.666 3.280 1.388
O7 -0.564 3.722 1.093
C8 -2.253 2.045 0.663
C9 -2.130 0.769 1.512
N3 -1.580 1.797 -0.614
C10 -2.102 1.298 -1.731
C11 -3.596 1.078 -1.848
O8 -1.370 0.967 -2.654
H11 -4.060 4.376 3.487
H12 -3.655 2.654 3.461
H13 -4.398 3.423 2.034
H14 -1.890 4.687 2.760
H15 -3.308 2.243 0.482
H16 -2.661 0.885 2.455
H17 -2.552 -0.081 0.975
H18 -1.078 0.567 1.721
H19 -0.581 1.968 -0.629
H20 -3.812 0.649 -2.826
H21 -4.111 2.032 -1.755
H22 -3.928 0.390 -1.074


2.
Formula: C65H130O41PS12
Source: OMol25
Level of theory: ωB97M-V with the def2-TZVPD basis set

## Properties
E_HOMO ... -10.48 eV
E_LUMO ... -0.055 Eh
Net charge ... +1
Calculated total energy ... -10758.7819 Eh
Largest force on an atom ... 3.59 eV/A
Molar mass ... 1983.5 g mol⁻¹
Kohn-Sham gap ... 8.986 eV

CARTESIAN COORDINATES (ANGSTROEM)
C1 1.829 -7.830 -8.079
C2 2.225 -6.831 -6.983
C3 2.417 -7.486 -5.626
C4 1.048 -7.758 -4.981
P1 1.211 -8.253 -3.250
C5 2.136 -9.780 -3.096
C6 1.879 -10.874 -4.131
C7 0.598 -11.663 -3.893
C8 0.517 -12.527 -2.633
C9 2.071 -7.018 -2.231
C10 1.889 -5.542 -2.573
C11 2.801 -4.740 -1.621
C12 3.272 -3.403 -2.214
C13 -0.531 -8.462 -2.801
C14 -1.303 -7.132 -2.662
C15 -2.740 -7.399 -2.250
C16 -3.643 -6.183 -2.454
H1 1.914 -7.382 -9.067
H2 0.806 -8.207 -7.983
H3 2.483 -8.701 -8.009
H4 1.535 -5.997 -6.919
H5 3.211 -6.480 -7.306
H6 3.016 -6.870 -4.948
H7 3.003 -8.408 -5.695
H8 0.575 -8.514 -5.613
H9 0.377 -6.893 -4.981
H10 2.085 -10.207 -2.095
H11 3.171 -9.435 -3.221
H12 2.679 -11.601 -3.952
H13 1.916 -10.562 -5.173
H14 0.478 -12.415 -4.688
H15 -0.290 -11.068 -4.135
H16 -0.495 -12.937 -2.576
H17 0.701 -11.918 -1.750
H18 1.120 -13.408 -2.843
H19 3.132 -7.269 -2.342
H20 1.788 -7.182 -1.190
H21 0.870 -5.236 -2.313
H22 1.982 -5.259 -3.622
H23 3.701 -5.310 -1.380
H24 2.232 -4.466 -0.733
H25 3.834 -3.547 -3.141
H26 3.831 -2.706 -1.591
H27 2.342 -2.901 -2.507
H28 -0.526 -9.020 -1.864
H29 -1.028 -8.994 -3.614
H30 -1.306 -6.588 -3.610
H31 -0.821 -6.526 -1.891
H32 -2.796 -7.594 -1.179
H33 -3.211 -8.235 -2.774
H34 -4.621 -6.262 -1.979
H35 -3.711 -5.868 -3.502
H36 -3.197 -5.277 -2.013
C17 -7.872 -8.343 -4.539
C18 -7.002 -8.839 -3.368
O1 -7.846 -9.688 -2.608
S1 -9.067 -10.271 -3.478
O2 -10.184 -10.293 -2.628
O3 -8.654 -11.401 -4.204
O4 -9.135 -9.009 -4.440
H37 -7.445 -8.604 -5.511
H38 -8.103 -7.280 -4.614
H39 -6.543 -8.032 -2.806
H40 -6.198 -9.449 -3.783
C19 -0.390 -2.080 -1.020
C20 -1.327 -1.096 -0.307
O5 -2.544 -1.019 -1.043
S2 -2.381 -1.597 -2.532
O6 -1.966 -0.543 -3.378
O7 -3.486 -2.379 -2.932
O8 -1.142 -2.535 -2.155
H41 -0.136 -2.964 -0.442
H42 0.521 -1.564 -1.319
H43 -0.879 -0.098 -0.337
H44 -1.484 -1.291 0.752
C21 0.657 -16.698 -4.641
C22 1.797 -17.511 -5.293
O9 2.708 -16.539 -5.800
S3 2.470 -15.123 -5.109
O10 2.756 -13.984 -5.876
O11 2.968 -15.186 -3.778
O12 0.872 -15.359 -5.066
H45 0.593 -16.731 -3.552
H46 -0.285 -17.097 -5.015
H47 1.408 -18.151 -6.081
H48 2.315 -18.171 -4.598
C23 -8.370 -9.025 0.519
C24 -7.833 -7.666 1.005
O13 -6.428 -7.771 0.770
S4 -5.840 -9.236 0.742
O14 -5.575 -9.733 2.043
O15 -4.918 -9.399 -0.310
O16 -7.260 -9.871 0.289
H49 -8.866 -8.852 -0.431
H50 -9.007 -9.435 1.296
H51 -7.878 -7.507 2.084
H52 -8.279 -6.789 0.545
C25 -2.242 -9.306 1.261
C26 -2.273 -10.821 1.406
O17 -0.899 -11.273 1.307
S5 0.128 -10.053 1.298
O18 0.515 -9.768 -0.029
O19 1.123 -10.206 2.279
O20 -0.944 -8.990 1.791
H53 -2.973 -8.812 1.888
H54 -2.287 -8.951 0.235
H55 -2.736 -11.396 0.608
H56 -2.711 -11.103 2.362
O21 -0.557 -10.585 -6.664
S6 -1.095 -10.922 -7.949
O22 -0.297 -11.175 -9.098
O23 -2.059 -12.198 -7.784
C27 -2.075 -12.807 -6.454
C28 -2.846 -14.099 -6.531
C29 -2.349 -9.732 -8.420
H57 -2.505 -12.088 -5.763
H58 -1.033 -12.998 -6.194
H59 -2.264 -14.916 -6.961
H60 -3.681 -13.932 -7.218
H61 -3.245 -14.453 -5.584
H62 -1.862 -8.762 -8.494
H63 -3.078 -9.708 -7.615
H64 -2.731 -10.087 -9.368
O24 -2.211 -4.917 2.797
S7 -3.385 -5.154 2.027
O25 -3.802 -6.475 1.676
O26 -4.609 -4.460 2.796
C30 -5.885 -5.138 2.691
C31 -6.192 -6.009 3.887
C32 -3.400 -4.104 0.590
H65 -5.904 -5.661 1.736
H66 -6.646 -4.357 2.597
H67 -7.220 -6.364 3.864
H68 -6.110 -5.422 4.802
H69 -5.461 -6.818 3.903
H70 -4.335 -4.326 0.087
H71 -2.494 -4.259 0.006
H72 -3.362 -3.077 0.947
O27 -2.580 -11.385 -2.043
S8 -3.604 -12.015 -2.817
O28 -3.996 -11.480 -4.079
O29 -3.238 -13.551 -3.053
C33 -2.852 -14.337 -1.898
C34 -1.921 -15.428 -2.364
C35 -5.125 -12.282 -1.850
H73 -3.765 -14.750 -1.455
H74 -2.446 -13.716 -1.093
H75 -2.336 -15.825 -3.298
H76 -1.978 -16.265 -1.664
H77 -0.889 -15.162 -2.575
H78 -5.628 -11.336 -1.665
H79 -4.869 -12.782 -0.923
H80 -5.763 -12.833 -2.538
O30 -10.674 -4.319 1.995
S9 -10.066 -3.346 1.156
O31 -9.346 -2.232 1.670
O32 -9.088 -4.189 0.187
C36 -8.173 -3.533 -0.709
C37 -7.623 -4.611 -1.625
C38 -11.364 -2.887 -0.010
H81 -7.353 -3.095 -0.131
H82 -8.678 -2.731 -1.252
H83 -7.121 -4.186 -2.498
H84 -8.503 -5.099 -2.057
H85 -6.956 -5.328 -1.152
H86 -12.052 -2.346 0.634
H87 -11.805 -3.833 -0.302
H88 -10.908 -2.344 -0.828
O33 6.510 -10.496 -1.625
S10 5.227 -10.603 -1.002
O34 4.464 -9.405 -0.890
O35 4.373 -11.734 -1.718
C39 5.060 -12.921 -2.147
C40 5.513 -12.817 -3.592
C41 5.459 -11.359 0.616
H89 4.373 -13.769 -2.123
H90 5.871 -13.183 -1.465
H91 4.677 -12.623 -4.258
H92 6.059 -13.721 -3.860
H93 6.225 -11.995 -3.694
H94 4.810 -12.213 0.755
H95 5.338 -10.597 1.381
H96 6.514 -11.624 0.649
O36 1.205 -4.502 1.617
S11 0.931 -5.899 1.493
O37 0.075 -6.408 0.472
O38 2.340 -6.598 1.212
C42 3.401 -6.296 2.141
C43 4.049 -7.610 2.511
C44 0.520 -6.594 3.104
H97 3.110 -5.696 3.000
H98 4.147 -5.695 1.617
H99 3.316 -8.291 2.953
H100 4.833 -7.496 3.262
H101 4.462 -8.095 1.629
H102 -0.453 -7.064 3.065
H103 0.621 -5.837 3.872
H104 1.249 -7.394 3.223
O39 6.873 -0.717 -5.534
S12 5.468 -0.555 -5.665
O40 4.640 -1.689 -5.936
O41 5.004 0.096 -4.282
C45 3.676 -0.222 -3.802
C46 3.370 0.661 -2.634
C47 5.091 0.784 -6.795
H105 3.739 -1.269 -3.523
H106 2.927 -0.133 -4.591
H107 3.324 1.715 -2.899
H108 4.065 0.521 -1.804
H109 2.399 0.375 -2.220
H110 4.740 1.642 -6.241
H111 4.363 0.390 -7.499
H112 6.020 0.952 -7.333
C48 5.061 -10.126 -7.725
C49 4.611 -11.345 -7.197
C50 5.405 -12.455 -7.385
C51 6.539 -12.429 -8.197
C52 6.998 -11.230 -8.698
C53 6.221 -10.085 -8.460
H113 4.493 -9.231 -7.499
H114 3.700 -11.445 -6.622
H115 5.165 -13.418 -6.951
H116 7.110 -13.340 -8.327
H117 7.874 -11.078 -9.313
H118 6.696 -9.120 -8.621
C54 6.088 -7.930 -4.864
C55 6.432 -7.733 -3.528
C56 6.436 -6.451 -2.993
C57 5.845 -5.395 -3.680
C58 5.551 -5.566 -5.025
C59 5.708 -6.825 -5.608
H119 6.353 -8.843 -5.386
H120 6.837 -8.551 -2.945
H121 6.938 -6.316 -2.041
H122 5.871 -4.394 -3.266
H123 5.273 -4.739 -5.668
H124 5.510 -6.865 -6.675
C60 -0.150 -3.642 -7.443
C61 0.004 -3.239 -6.121
C62 -0.955 -3.613 -5.188
C63 -2.134 -4.229 -5.567
C64 -2.279 -4.607 -6.904
C65 -1.285 -4.346 -7.829
H125 0.573 -3.390 -8.210
H126 0.886 -2.691 -5.834
H127 -0.748 -3.291 -4.182
H128 -2.899 -4.438 -4.832
H129 -3.179 -5.166 -7.141
H130 -1.338 -4.712 -8.847


Which of these has the highest Kohn-Sham gap? C11H22N3O8P


Among the records above, which one has the highest Kohn-Sham gap? C11H22N3O8P


Among the records above, which one has the highest molar mass? C65H130O41PS12